Density functional theory data (ωB97M-V/def2-TZVPD) for a structure of composition C58H74BrN3P2SSi2Zr at a distorted geometry.

Geometry as ORCA input:
```
! wB97M-V def2-TZVPD RIJCOSX def2/J DEFGRID3
* xyz 2 1
Zr 0.24 -0.49 0.32
C -0.39 -3.02 -2.83
Si -0.82 -2.61 -0.98
C -2.76 -2.43 -0.80
C -3.58 -3.52 -1.03
C -4.95 -3.47 -0.81
C -5.53 -2.31 -0.34
C -4.74 -1.18 -0.15
C -3.37 -1.24 -0.37
P -2.36 0.28 -0.31
C -3.53 1.44 -1.12
C -3.52 1.49 -2.51
C -4.44 2.26 -3.19
C -5.39 2.99 -2.48
C -5.39 2.96 -1.09
C -4.45 2.20 -0.41
C -2.38 0.91 1.42
C -3.34 0.66 2.40
C -3.24 1.29 3.64
C -2.19 2.16 3.91
C -1.24 2.41 2.93
C -1.33 1.79 1.70
C -0.50 -4.20 0.04
C -0.29 -5.45 -0.52
C -0.22 -6.59 0.26
C -0.39 -6.50 1.63
C -0.56 -5.26 2.22
C -0.59 -4.11 1.44
P -0.86 -2.49 2.25
C -2.60 -2.76 2.78
C -3.17 -1.95 3.76
C -4.46 -2.17 4.19
C -5.23 -3.16 3.61
C -4.70 -3.94 2.60
C -3.39 -3.75 2.19
C 0.09 -2.83 3.80
C 1.33 -3.45 3.65
C 2.10 -3.74 4.76
C 1.66 -3.42 6.03
C 0.43 -2.80 6.19
C -0.35 -2.51 5.08
H -0.82 -3.98 -3.12
H 0.69 -3.10 -2.95
H -0.77 -2.29 -3.54
H -3.14 -4.44 -1.40
H -5.56 -4.34 -1.01
H -6.59 -2.26 -0.15
H -5.21 -0.25 0.15
H -2.79 0.90 -3.06
H -4.44 2.30 -4.26
H -6.13 3.58 -3.00
H -6.11 3.54 -0.54
H -4.46 2.20 0.67
H -4.15 -0.02 2.21
H -3.99 1.10 4.39
H -2.13 2.65 4.87
H -0.45 3.12 3.13
H -0.66 2.08 0.88
H -0.19 -5.54 -1.59
H -0.06 -7.55 -0.21
H -0.37 -7.39 2.24
H -0.69 -5.20 3.29
H -2.59 -1.14 4.18
H -4.88 -1.56 4.98
H -6.25 -3.31 3.94
H -5.30 -4.71 2.13
H -2.98 -4.38 1.42
H 1.68 -3.73 2.67
H 3.05 -4.25 4.64
H 2.26 -3.65 6.90
H 0.06 -2.56 7.17
H -1.32 -2.08 5.25
S 2.33 -1.99 0.42
C 2.44 -1.23 1.96
C 3.53 -1.43 2.82
C 3.48 -0.87 4.08
C 2.37 -0.12 4.45
C 1.36 0.08 3.53
N 1.38 -0.45 2.29
H 4.35 -2.03 2.48
H 4.29 -1.02 4.78
H 2.29 0.29 5.44
H 0.48 0.67 3.78
N 0.42 0.39 -1.92
C 1.57 0.85 -2.75
C 2.93 0.47 -2.16
C 3.57 1.56 -1.29
C 3.15 1.52 0.18
N 1.67 1.53 0.34
H -0.03 -0.36 -2.45
H -0.24 1.17 -1.91
H 1.51 1.93 -2.87
H 1.49 0.41 -3.74
H 3.61 0.27 -2.98
H 2.83 -0.46 -1.59
H 3.33 2.54 -1.71
H 4.65 1.45 -1.31
H 3.59 2.38 0.69
H 3.54 0.61 0.65
H 1.32 2.20 -0.36
H 1.49 1.96 1.25
C 1.77 6.55 -2.87
C 1.04 6.79 -1.54
C 1.90 6.13 -0.45
C 1.02 8.30 -1.28
Si -0.78 6.12 -1.59
Br -0.39 3.87 -1.46
C -1.88 6.42 -0.01
C -2.58 7.78 -0.14
C -1.05 6.43 1.28
C -2.94 5.32 0.18
C -1.72 6.27 -3.28
C -1.09 5.44 -4.41
C -3.17 5.80 -3.16
C -1.72 7.74 -3.70
H 2.80 6.89 -2.79
H 1.31 7.09 -3.69
H 1.80 5.49 -3.12
H 2.88 6.60 -0.43
H 2.05 5.07 -0.66
H 1.47 6.23 0.54
H 2.04 8.69 -1.32
H 0.62 8.53 -0.29
H 0.43 8.83 -2.02
H -1.85 8.58 -0.29
H -3.13 7.99 0.77
H -3.29 7.80 -0.96
H -0.35 7.27 1.29
H -0.50 5.50 1.40
H -1.71 6.54 2.14
H -3.54 5.15 -0.71
H -3.62 5.59 0.99
H -2.48 4.37 0.45
H -1.15 4.37 -4.19
H -0.06 5.70 -4.60
H -1.65 5.60 -5.33
H -3.23 4.76 -2.83
H -3.66 5.85 -4.13
H -3.74 6.42 -2.47
H -0.71 8.09 -3.92
H -2.15 8.38 -2.94
H -2.31 7.86 -4.61
*
```

Maximum force in eV/Å: 2.0
LUMO energy in eV: -5.793
HOMO-LUMO gap in eV: 7.0

=====

Density functional theory data (ωB97M-V/def2-TZVPD) for a cluster of 8 separate species, C58H79F9O25SSi in total at a distorted geometry.

Geometry as ORCA input:
```
! wB97M-V def2-TZVPD RIJCOSX def2/J DEFGRID3
* xyz 0 1
C 1.99 -4.64 -0.02
C 0.83 -3.92 -0.53
C 0.90 -2.33 -0.41
C 1.62 -1.75 0.86
C 1.75 -0.20 1.05
C 1.10 0.73 -0.03
C 0.38 0.14 -1.30
C 0.27 -1.40 -1.53
S -0.54 -2.04 -3.06
O 0.50 -2.93 -3.74
O -0.78 -0.87 -4.00
C -2.16 -2.92 -2.75
F -3.19 -1.92 -2.90
F -2.30 -3.42 -1.43
C -2.35 -4.05 -3.87
F -2.02 -3.51 -5.16
F -1.43 -5.16 -3.70
C -3.85 -4.64 -4.01
F -4.79 -3.70 -4.49
F -3.79 -5.69 -5.01
C -4.44 -5.31 -2.67
F -5.16 -4.37 -1.90
F -3.51 -6.03 -1.91
F -5.42 -6.27 -3.11
C 1.24 2.31 0.19
O 1.11 3.15 -0.74
C 1.53 2.78 1.71
C 1.15 4.25 2.11
C 1.33 4.82 3.54
C 0.93 6.29 4.04
C 0.59 7.34 2.87
C -0.76 7.03 2.06
C -1.73 8.29 1.86
C -1.31 9.25 0.62
C 0.16 9.87 0.75
C 0.57 10.87 -0.44
C 1.27 10.00 -1.62
Si 2.54 11.01 -2.66
C 3.73 12.08 -1.60
C 1.48 12.23 -3.74
C 3.49 9.91 -3.93
C 2.67 8.80 -4.64
C 3.37 7.86 -5.70
C 4.88 8.15 -5.99
C 5.71 9.25 -5.28
C 5.03 10.17 -4.20
C 1.97 3.87 4.61
C 2.39 2.41 4.24
C 3.06 1.47 5.36
C 2.16 1.86 2.79
C 2.53 0.37 2.33
O 3.38 -0.37 2.89
H 2.85 -4.92 -0.71
H 2.06 -4.91 1.09
H -0.10 -4.43 -0.97
H 2.07 -2.46 1.62
H -0.05 0.88 -2.06
H 0.72 4.89 1.27
H 1.86 6.71 4.59
H 0.11 6.22 4.85
H 0.43 8.36 3.38
H 1.51 7.49 2.19
H -1.30 6.10 2.49
H -0.43 6.71 0.99
H -1.90 8.91 2.80
H -2.77 7.86 1.57
H -1.42 8.69 -0.38
H -2.10 10.09 0.59
H 0.92 9.00 0.72
H 0.27 10.36 1.78
H -0.31 11.49 -0.83
H 1.41 11.56 -0.02
H 1.85 9.09 -1.22
H 0.42 9.59 -2.28
H 3.17 13.05 -1.34
H 4.66 12.35 -2.23
H 3.99 11.57 -0.61
H 0.87 12.93 -3.06
H 2.22 12.80 -4.41
H 0.82 11.60 -4.43
H 1.56 8.65 -4.42
H 2.80 7.02 -6.23
H 5.42 7.50 -6.78
H 6.82 9.45 -5.48
H 5.61 10.97 -3.64
H 2.14 4.25 5.68
H 4.02 1.05 4.90
H 3.39 2.15 6.23
H 2.37 0.64 5.72
C -1.58 -7.36 -5.32
O -0.48 -7.56 -6.22
C -0.05 -8.83 -6.27
O -0.49 -9.76 -5.64
O 0.98 -8.88 -7.14
C 1.54 -10.18 -7.30
H -1.85 -6.31 -5.36
H -2.44 -7.95 -5.63
H -1.29 -7.60 -4.30
H 0.80 -10.88 -7.69
H 1.96 -10.54 -6.35
H 2.36 -10.10 -8.02
C 4.97 0.58 0.46
O 5.89 -0.11 -0.38
C 6.21 0.56 -1.51
O 5.78 1.64 -1.83
O 7.07 -0.20 -2.20
C 7.50 0.39 -3.43
H 4.78 -0.04 1.34
H 5.39 1.53 0.80
H 4.02 0.74 -0.05
H 8.02 1.33 -3.25
H 6.65 0.54 -4.10
H 8.19 -0.30 -3.91
C -6.49 5.20 4.93
O -5.38 5.01 4.06
C -4.93 3.75 4.00
O -5.38 2.80 4.61
O -3.89 3.71 3.15
C -3.30 2.43 2.99
H -6.77 6.25 4.90
H -7.35 4.60 4.60
H -6.22 4.94 5.96
H -4.03 1.72 2.58
H -2.91 2.06 3.94
H -2.48 2.52 2.28
C -2.35 -11.78 -4.64
O -3.51 -12.47 -5.11
C -4.64 -12.15 -4.44
O -4.73 -11.37 -3.53
O -5.65 -12.85 -4.98
C -6.92 -12.62 -4.37
H -1.50 -12.11 -5.24
H -2.46 -10.70 -4.76
H -2.15 -12.04 -3.59
H -7.21 -11.57 -4.48
H -6.90 -12.90 -3.31
H -7.66 -13.23 -4.88
C -3.57 -15.02 -4.67
O -3.59 -16.45 -4.71
C -2.42 -17.04 -4.40
O -1.40 -16.47 -4.11
O -2.59 -18.37 -4.48
C -1.42 -19.12 -4.18
H -4.56 -14.66 -4.93
H -3.32 -14.67 -3.66
H -2.85 -14.63 -5.40
H -1.09 -18.93 -3.15
H -0.62 -18.89 -4.88
H -1.67 -20.18 -4.27
C 5.55 2.86 10.21
O 5.80 2.46 8.86
C 7.10 2.45 8.52
O 8.02 2.74 9.24
O 7.20 2.05 7.24
C 8.54 1.99 6.74
H 4.47 2.83 10.37
H 6.02 2.17 10.91
H 5.90 3.88 10.37
H 9.13 1.27 7.31
H 9.00 2.98 6.77
H 8.49 1.67 5.71
C -8.68 1.10 10.47
O -7.76 0.41 9.63
C -7.44 1.07 8.51
O -7.85 2.15 8.18
O -6.57 0.31 7.81
C -6.14 0.89 6.58
H -8.86 0.48 11.35
H -8.25 2.05 10.81
H -9.62 1.27 9.96
H -5.61 1.83 6.76
H -6.99 1.05 5.91
H -5.45 0.19 6.10
*
```

SMILES: C=Cc1cc2c(cc1S(=O)(=O)C(F)(F)C(F)(F)C(F)(F)C(F)(F)F)C(=O)c1cc(CCCCCCCC[Si](C)(C)c3ccccc3)cc(C)c1C2=O.COC(=O)OC.COC(=O)OC.COC(=O)OC.COC(=O)OC.COC(=O)OC.COC(=O)OC.COC(=O)OC
Maximum force in eV/Å: 8.3
LUMO energy in eV: -2.389
HOMO-LUMO gap in eV: 5.7

=====

- Which value of HOMO-LUMO gap does entry 1 give?
  7.0 eV

=====

- What is the formula in the first record?
  C58H74BrN3P2SSi2Zr

=====

- Look up the HOMO-LUMO gap of the second one.
  5.7 eV

=====

- Among the records above, which one has the lowest HOMO-LUMO gap?
  C58H79F9O25SSi